1.
Below is a cluster of 2 separate species, C24H31Br2N2O2P in total at a distorted geometry, with properties calculated with ωB97M-V/def2-TZVPD.

Positions of all 62 atoms, in Å:
C: -5.856 -2.352 4.754
O: -5.722 -1.129 3.973
C: -4.515 -0.851 3.430
C: -3.429 -1.760 3.426
C: -2.200 -1.368 2.926
C: -1.985 -0.080 2.365
C: -0.711 0.378 1.833
C: 0.535 -0.079 2.326
C: 1.733 0.011 1.532
C: 2.841 -0.725 1.842
Br: 4.421 -0.611 0.782
C: 2.870 -1.667 2.995
O: 3.801 -2.443 3.229
C: 1.678 -1.564 3.882
Br: 1.640 -2.729 5.379
C: 0.642 -0.718 3.606
C: -3.129 0.748 2.258
C: -4.332 0.419 2.839
H: -6.809 -2.225 5.274
H: -5.892 -3.217 4.079
H: -5.033 -2.453 5.474
H: -3.514 -2.753 3.852
H: -1.356 -2.059 2.970
H: -0.724 0.780 0.818
H: 1.743 0.608 0.617
H: -0.166 -0.609 4.323
H: -3.033 1.693 1.728
H: -5.171 1.106 2.848
C: -3.615 4.419 -0.431
C: -2.718 4.804 0.750
C: -2.583 6.333 0.788
C: -3.255 4.330 2.098
N: -1.388 4.193 0.534
C: -0.678 4.450 -0.627
C: 0.669 4.276 -0.474
N: 1.009 3.861 0.801
C: 2.358 4.100 1.352
C: 3.401 3.541 0.381
C: 2.417 3.419 2.721
C: 2.582 5.615 1.493
P: -0.353 3.821 1.843
H: -3.670 3.328 -0.557
H: -4.628 4.805 -0.252
H: -3.244 4.862 -1.369
H: -1.858 6.633 1.557
H: -2.268 6.723 -0.189
H: -3.561 6.769 1.039
H: -2.557 4.585 2.911
H: -4.219 4.819 2.296
H: -3.423 3.250 2.094
H: -1.183 4.745 -1.537
H: 1.424 4.417 -1.235
H: 3.331 4.032 -0.601
H: 4.402 3.742 0.789
H: 3.290 2.455 0.250
H: 1.642 3.824 3.393
H: 2.280 2.333 2.610
H: 3.398 3.610 3.176
H: 1.784 6.069 2.096
H: 3.546 5.796 1.987
H: 2.603 6.090 0.502
H: -0.523 2.310 1.858

## Properties
2S+1: 1
Charge: 0
LUMO level (eV): -1.2
SMILES string: COc1ccc(C=C2C=C(Br)C(=O)C(Br)=C2)cc1.CC(C)(C)N1C=CN(C(C)(C)C)P1
Frontier orbital gap (eV): 5.4
E (Eh): -6682.41435
ΔE to the lowest compared entry with this formula, charge and spin (kcal per mole): 2.4
HOMO level (eV): -6.59

Computed Löwdin charges, given in elementary charges: -0.045, -0.083, -0.267, -0.006, -0.019, -0.207, -0.024, -0.236, -0.100, -0.578, 0.760, -0.487, -0.008, -0.584, 0.766, -0.094, -0.031, 0.010, 0.093, 0.097, 0.094, 0.106, 0.120, 0.122, 0.109, 0.114, 0.076, 0.121, -0.042, -0.641, -0.048, -0.076, -0.267, -0.152, -0.148, -0.261, -0.641, -0.038, -0.067, -0.047, 1.047, 0.090, 0.090, 0.073, 0.085, 0.083, 0.086, 0.055, 0.096, 0.039, 0.103, 0.104, 0.074, 0.095, 0.061, 0.048, 0.069, 0.095, 0.080, 0.086, 0.083, -0.033


2.
Below is a cluster of 5 separate species, C24H31F13N2O8 in total at a distorted geometry, with properties calculated with ωB97M-V/def2-TZVPD.

Positions of all 78 atoms, in Å:
C: 0.030 -4.588 5.234
C: -1.149 -3.939 6.163
C: -2.502 -3.641 5.359
F: -3.163 -2.486 5.967
C: -3.472 -4.906 5.131
C: -3.461 -6.013 6.297
C: -3.210 -5.503 3.658
N: -3.136 -5.919 2.517
C: -4.996 -4.297 5.106
C: -6.051 -5.456 4.796
N: -6.663 -6.490 4.636
H: 0.686 -3.698 4.878
H: -0.413 -5.055 4.279
H: 0.722 -5.285 5.823
H: -0.734 -2.905 6.495
H: -1.293 -4.537 7.139
H: -2.179 -3.278 4.301
H: -3.911 -6.980 5.833
H: -2.427 -6.306 6.687
H: -4.206 -5.700 7.119
H: -5.275 -3.825 6.129
H: -5.045 -3.523 4.257
C: 1.936 -0.451 -0.088
C: 1.297 -1.788 0.226
O: 2.245 -2.671 0.849
C: 2.421 -2.507 2.179
O: 1.845 -1.681 2.843
C: 3.410 -3.539 2.716
F: 4.501 -3.676 1.931
F: 2.855 -4.771 2.813
F: 3.870 -3.234 3.947
H: 2.839 -0.587 -0.689
H: 1.242 0.190 -0.634
H: 2.238 0.066 0.827
H: 0.982 -2.271 -0.703
H: 0.404 -1.672 0.847
C: 0.738 3.098 -5.238
C: -0.524 2.416 -4.749
O: -0.388 0.988 -4.817
C: 0.260 0.405 -3.784
O: 0.716 1.008 -2.843
C: 0.287 -1.111 -3.959
F: 0.606 -1.483 -5.218
F: -0.914 -1.671 -3.688
F: 1.181 -1.714 -3.148
H: 1.000 2.749 -6.241
H: 0.607 4.180 -5.264
H: 1.586 2.868 -4.590
H: -1.361 2.683 -5.399
H: -0.789 2.735 -3.737
C: -3.846 0.436 1.248
C: -3.075 1.288 0.259
O: -2.346 2.320 0.940
C: -1.156 1.955 1.469
O: -0.698 0.842 1.400
C: -0.468 3.155 2.115
F: -1.313 3.895 2.867
F: 0.054 3.993 1.191
F: 0.548 2.800 2.926
H: -4.490 1.061 1.873
H: -4.464 -0.298 0.726
H: -3.169 -0.097 1.920
H: -3.773 1.788 -0.416
H: -2.407 0.682 -0.360
C: 3.994 7.449 -8.344
C: 4.596 7.792 -6.996
O: 3.933 7.069 -5.947
C: 4.349 5.798 -5.747
O: 5.218 5.261 -6.389
C: 3.601 5.169 -4.575
F: 2.270 5.420 -4.613
F: 4.041 5.635 -3.385
F: 3.732 3.828 -4.529
H: 2.913 7.618 -8.337
H: 4.442 8.057 -9.133
H: 4.150 6.395 -8.589
H: 4.449 8.854 -6.788
H: 5.674 7.607 -6.976

## Properties
2S+1: 1
Charge: 0
LUMO level (eV): 0.3
SMILES string: CC[C@H](F)[C@](C)(C#N)CC#N.CCOC(=O)C(F)(F)F.CCOC(=O)C(F)(F)F.CCOC(=O)C(F)(F)F.CCOC(=O)C(F)(F)F
Frontier orbital gap (eV): 11.6
E (Eh): -2942.75007
HOMO level (eV): -11.27

Computed Löwdin charges, given in elementary charges: -0.094, -0.183, -0.237, -0.076, -0.364, -0.050, -0.132, 0.138, -0.119, -0.176, 0.117, 0.074, 0.073, 0.083, 0.124, 0.105, 0.161, 0.103, 0.085, 0.107, 0.137, 0.132, -0.063, -0.198, 0.026, -0.366, 0.155, -0.506, 0.152, 0.146, 0.150, 0.089, 0.054, 0.079, 0.114, 0.118, -0.064, -0.195, 0.025, -0.353, 0.154, -0.500, 0.157, 0.155, 0.152, 0.093, 0.074, 0.064, 0.127, 0.126, -0.061, -0.205, 0.022, -0.351, 0.159, -0.504, 0.152, 0.155, 0.159, 0.085, 0.084, 0.075, 0.126, 0.122, -0.063, -0.206, 0.019, -0.359, 0.166, -0.495, 0.131, 0.162, 0.151, 0.083, 0.084, 0.078, 0.126, 0.127


3.
Below is a structure of composition C24H31F9I2O17S6 at a distorted geometry, with properties calculated with ωB97M-V/def2-TZVPD.

Positions of all 89 atoms, in Å:
C: 4.603 -3.130 3.446
C: 3.346 -2.247 2.820
I: 1.776 -1.615 4.160
C: 3.311 -1.873 1.398
I: 5.109 -2.539 0.244
C: 2.203 -1.020 0.563
C: 2.833 0.510 0.632
O: 1.859 1.595 0.684
C: 2.420 2.561 1.662
C: 1.549 2.913 3.021
C: 2.139 3.968 4.143
C: 3.634 4.690 3.946
C: 4.511 4.372 2.589
C: 3.883 3.327 1.485
O: 2.496 -1.530 -0.830
S: 1.534 -2.977 -0.907
O: 2.186 -4.306 -0.371
O: 1.051 -3.460 -2.307
O: 0.338 -2.732 0.331
C: 0.605 -1.283 0.620
S: 0.085 -0.562 -1.081
C: -0.423 -0.452 1.568
C: -1.425 -1.503 2.360
C: -2.803 -1.865 1.552
C: -3.911 -0.707 1.964
C: -5.000 -0.655 0.718
F: -4.441 0.015 -0.515
F: -5.138 -2.102 0.293
C: -6.500 -0.179 1.122
F: -7.347 -0.299 -0.123
F: -7.063 -1.210 2.064
S: -6.702 1.485 1.908
F: -8.291 0.996 2.418
F: -7.418 2.052 0.431
F: -5.205 2.105 1.375
F: -6.117 1.004 3.443
F: -7.038 3.027 2.580
H: 5.578 -2.486 3.513
H: 4.280 -3.420 4.555
H: 4.748 -4.156 2.863
H: 3.513 0.550 1.594
H: 3.580 0.651 -0.288
H: 0.483 2.391 3.139
H: 1.492 4.192 5.121
H: 4.091 5.420 4.739
H: 5.548 4.877 2.384
H: 4.478 3.089 0.499
H: -0.952 -1.391 -1.609
H: 0.191 0.239 2.287
H: -1.148 0.267 0.951
H: -0.865 -2.509 2.658
H: -1.699 -0.981 3.394
H: -3.177 -2.927 1.947
H: -2.572 -1.923 0.406
H: -3.315 0.303 2.036
H: -4.413 -0.902 3.018
C: -6.402 -4.517 -1.657
C: -6.493 -3.921 -3.059
O: -5.952 -4.917 -3.924
S: -6.280 -6.390 -3.306
O: -7.459 -6.905 -3.966
O: -5.044 -7.132 -3.211
O: -6.708 -5.902 -1.810
H: -5.385 -4.435 -1.259
H: -7.102 -4.046 -0.962
H: -5.936 -2.986 -3.151
H: -7.536 -3.753 -3.348
C: 9.309 5.608 -0.880
C: 8.892 6.458 0.317
O: 7.675 5.878 0.781
S: 7.715 4.271 0.504
O: 8.128 3.613 1.724
O: 6.523 3.903 -0.224
O: 8.977 4.266 -0.529
H: 8.736 5.878 -1.774
H: 10.377 5.693 -1.095
H: 8.742 7.507 0.050
H: 9.628 6.390 1.124
C: 0.011 -0.623 -6.076
C: -1.413 -0.784 -6.601
O: -2.257 -0.437 -5.505
S: -1.513 0.701 -4.604
O: -2.024 1.995 -4.999
O: -1.486 0.251 -3.231
O: -0.020 0.529 -5.236
H: 0.304 -1.483 -5.464
H: 0.736 -0.487 -6.883
H: -1.620 -1.802 -6.940
H: -1.614 -0.081 -7.417

## Properties
2S+1: 1
Charge: 0
LUMO level (eV): -2.6
Frontier orbital gap (eV): 6.0
E (Eh): -6094.56563
HOMO level (eV): -8.62

Computed Löwdin charges, given in elementary charges: -0.221, -0.703, 0.913, -0.549, 0.922, -0.391, -0.119, -0.156, -0.145, -0.003, -0.060, -0.062, -0.034, 0.023, -0.426, 0.830, -0.370, -0.330, -0.254, -0.552, 0.876, -0.212, -0.231, -0.173, -0.083, -0.193, 0.004, -0.030, -0.225, 0.008, 0.009, 1.076, -0.195, -0.196, -0.173, -0.181, -0.177, 0.081, 0.067, 0.080, 0.144, 0.167, 0.090, 0.088, 0.077, 0.070, 0.079, -0.018, 0.062, 0.110, 0.093, 0.119, 0.139, 0.120, 0.131, 0.146, -0.182, -0.174, -0.196, 0.679, -0.239, -0.235, -0.194, 0.127, 0.135, 0.137, 0.133, -0.171, -0.173, -0.204, 0.663, -0.231, -0.246, -0.189, 0.134, 0.138, 0.138, 0.134, -0.168, -0.173, -0.192, 0.685, -0.228, -0.324, -0.189, 0.135, 0.138, 0.139, 0.133